w.
ORCA calculation (ωB97M-V with the def2-TZVPD basis set) on the molecule C15H21N3O2S.

```
! RIJCOSX wB97M-V def2-TZVPD def2/J DEFGRID3
* xyz 0 1
C 1.449 4.967 0.191
C 2.530 4.157 0.908
C 2.887 4.789 2.249
O 2.106 2.831 1.189
C 2.025 1.970 0.077
C 1.872 0.544 0.627
O 2.966 0.225 1.444
C 0.544 0.414 1.388
C 0.302 -1.022 1.862
C 0.161 -1.973 0.731
N 0.918 -3.007 0.560
N 0.519 -3.575 -0.600
C -0.493 -2.885 -1.184
S -1.254 -3.233 -2.593
N -0.736 -1.844 -0.308
C -1.745 -0.875 -0.485
C -2.717 -0.696 0.491
C -3.706 0.252 0.302
C -3.735 1.007 -0.859
C -2.775 0.811 -1.837
C -1.776 -0.127 -1.655
H 1.780 5.995 0.072
H 0.532 4.955 0.775
H 1.241 4.557 -0.795
H 3.429 4.113 0.270
H 3.651 4.199 2.749
H 3.260 5.798 2.101
H 2.005 4.823 2.884
H 2.946 2.038 -0.521
H 1.169 2.217 -0.566
H 1.900 -0.168 -0.205
H 3.073 0.962 2.060
H -0.271 0.748 0.745
H 0.585 1.075 2.256
H 1.157 -1.360 2.449
H -0.591 -1.051 2.490
H 0.961 -4.404 -0.960
H -2.705 -1.306 1.382
H -4.462 0.392 1.060
H -4.513 1.741 -1.004
H -2.802 1.391 -2.747
H -1.026 -0.292 -2.413
*
```

HOMO-LUMO gap: 8.5 eV
Molar mass: 307.4 g/mol
Lowest unoccupied orbital energy: 0.7 eV
SMILES: CC(C)OC[C@@H](O)CCc1n[nH]c(=S)n1-c1ccccc1

---

x.
ORCA calculation (ωB97M-V with the def2-TZVPD basis set) on the molecule C15H21N3O2S.

```
! RIJCOSX wB97M-V def2-TZVPD def2/J DEFGRID3
* xyz 0 1
C 2.059 -6.226 -2.653
C 0.801 -6.086 -1.830
O 0.023 -7.007 -1.701
C 0.561 -4.775 -1.183
C -0.535 -4.661 -0.325
C -0.813 -3.476 0.315
C 0.004 -2.359 0.120
N -0.352 -1.180 0.764
C 0.425 -0.107 1.114
S 2.077 -0.164 1.128
N -0.263 0.981 1.554
C 0.444 2.138 2.062
C 0.578 3.203 0.977
N -0.747 3.589 0.517
C -0.721 4.720 -0.400
C -0.621 6.024 0.397
O -1.646 6.106 1.351
C -1.430 2.430 -0.024
C -1.573 1.357 1.063
C 1.083 -2.457 -0.756
C 1.359 -3.650 -1.391
H 2.023 -5.550 -3.504
H 2.932 -5.985 -2.052
H 2.138 -7.248 -3.014
H -1.158 -5.529 -0.172
H -1.664 -3.405 0.979
H -1.265 -1.219 1.200
H 1.429 1.826 2.408
H -0.132 2.537 2.902
H 1.085 4.075 1.391
H 1.191 2.802 0.152
H 0.105 4.653 -1.125
H -1.664 4.730 -0.951
H 0.362 6.099 0.886
H -0.736 6.881 -0.269
H -1.705 5.232 1.763
H -2.425 2.729 -0.361
H -0.884 1.995 -0.882
H -2.108 0.504 0.646
H -2.147 1.764 1.901
H 1.709 -1.600 -0.937
H 2.202 -3.691 -2.062
*
```

HOMO-LUMO gap: 8.5 eV
Molar mass: 307.4 g/mol
Lowest unoccupied orbital energy: 0.2 eV
SMILES: CC(=O)c1ccc(NC(=S)N2CCN(CCO)CC2)cc1

---

y.
ORCA calculation (ωB97M-V with the def2-TZVPD basis set) on the molecule C15H21N3O2S.

```
! RIJCOSX wB97M-V def2-TZVPD def2/J DEFGRID3
* xyz 0 1
C -5.412 -1.531 -0.042
C -4.001 -0.966 -0.015
O -4.102 0.442 0.003
C -2.960 1.186 0.034
C -3.165 2.578 0.051
C -2.123 3.473 0.087
C -0.829 2.962 0.107
N 0.386 3.600 0.134
C 1.267 2.644 0.135
S 2.989 2.906 0.217
C 3.636 1.487 -0.761
C 3.857 0.210 0.051
N 2.668 -0.632 0.097
C 2.601 -1.470 1.288
C 1.264 -2.214 1.295
O 1.105 -3.005 0.141
C 1.202 -2.221 -1.023
C 2.535 -1.474 -1.086
N 0.730 1.387 0.112
C -0.629 1.562 0.088
C -1.679 0.656 0.050
H -5.377 -2.617 -0.058
H -5.935 -1.177 -0.926
H -5.959 -1.203 0.837
H -3.444 -1.295 -0.905
H -3.469 -1.320 0.880
H -4.187 2.922 0.035
H -2.293 4.537 0.100
H 4.591 1.852 -1.136
H 2.964 1.329 -1.601
H 4.123 0.493 1.072
H 4.708 -0.343 -0.376
H 2.668 -0.836 2.174
H 3.424 -2.202 1.307
H 1.211 -2.897 2.144
H 0.444 -1.483 1.367
H 1.109 -2.909 -1.865
H 0.377 -1.493 -1.059
H 2.562 -0.852 -1.982
H 3.359 -2.206 -1.139
H 1.278 0.522 0.126
H -1.493 -0.406 0.039
*
```

HOMO-LUMO gap: 8.0 eV
Molar mass: 307.4 g/mol
Lowest unoccupied orbital energy: 0.6 eV
SMILES: CCOc1ccc2nc(SCCN3CCOCC3)[nH]c2c1

---

w is the most stable structure; the next one sits 0.090 eV above it.

---

w.
ORCA calculation (ωB97M-V with the def2-TZVPD basis set) on a cluster of 2 separate species, CH4O2PS in total.

```
! RIJCOSX wB97M-V def2-TZVPD def2/J DEFGRID3
* xyz -1 1
C 1.260 -0.701 0.096
O 0.583 1.907 -0.469
O -1.827 0.778 0.316
P 1.104 1.084 0.639
S 2.878 0.108 -0.140
H 0.945 -1.009 -0.864
H 1.523 -1.616 0.698
H -1.027 1.396 0.004
H -1.818 0.168 -0.320
*
```

HOMO-LUMO gap: 7.6 eV
Molar mass: 111.1 g/mol
Lowest unoccupied orbital energy: 3.8 eV

---

x.
ORCA calculation (ωB97M-V with the def2-TZVPD basis set) on a cluster of 2 separate species, CH4O2PS in total.

```
! RIJCOSX wB97M-V def2-TZVPD def2/J DEFGRID3
* xyz -1 1
C -0.243 -1.340 1.369
O 1.271 0.782 0.208
O 1.142 1.751 -2.398
P 0.743 -0.551 -0.128
S -1.418 -0.600 0.212
H -0.002 -1.013 2.384
H -0.602 -2.380 1.524
H 0.660 1.394 -3.091
H 1.013 1.474 -1.444
*
```

HOMO-LUMO gap: 7.6 eV
Molar mass: 111.1 g/mol
Lowest unoccupied orbital energy: 3.8 eV

---

x is the most stable structure; the next one sits 0.080 eV above it.

---

w.
ORCA calculation (ωB97M-V with the def2-TZVPD basis set) on a cluster of 10 separate species, C20H40Br20 in total.

```
! RIJCOSX wB97M-V def2-TZVPD def2/J DEFGRID3
* xyz 0 1
Br 9.726 8.169 6.535
C 11.543 7.467 6.803
C 12.573 8.531 7.134
Br 12.102 9.438 8.827
H 11.840 7.019 5.857
H 11.519 6.754 7.619
H 12.609 9.346 6.426
H 13.531 8.059 7.320
Br 12.484 4.059 4.707
C 13.420 2.350 4.842
C 14.746 2.401 4.137
Br 15.700 0.707 4.379
H 12.769 1.647 4.332
H 13.524 2.034 5.875
H 15.410 3.198 4.442
H 14.568 2.478 3.068
Br 5.941 6.016 3.700
C 6.946 7.477 4.545
C 6.447 8.772 3.947
Br 6.974 10.309 5.044
H 7.980 7.281 4.296
H 6.817 7.492 5.623
H 5.368 8.836 3.936
H 6.846 8.948 2.955
Br 15.079 8.680 4.206
C 14.272 7.944 2.576
C 12.802 8.277 2.641
Br 12.017 7.681 0.945
H 14.447 6.877 2.563
H 14.733 8.434 1.728
H 12.677 9.349 2.728
H 12.287 7.770 3.450
Br 14.235 5.715 8.422
C 15.190 4.548 9.667
C 15.403 3.147 9.180
Br 16.230 3.001 7.407
H 14.570 4.477 10.559
H 16.085 5.114 9.882
H 14.523 2.518 9.184
H 16.123 2.681 9.853
Br 15.392 12.242 5.570
C 14.109 12.160 7.071
C 14.434 13.230 8.089
Br 13.202 13.081 9.558
H 14.259 11.190 7.534
H 13.125 12.209 6.623
H 14.340 14.230 7.679
H 15.468 13.073 8.387
Br 11.766 2.724 8.161
C 10.206 2.908 6.995
C 9.493 4.180 7.357
Br 8.095 4.515 5.991
H 9.580 2.035 7.122
H 10.536 2.997 5.963
H 10.094 5.077 7.351
H 8.900 4.129 8.263
Br 14.465 8.537 12.238
C 15.162 10.129 11.407
C 15.291 11.216 12.449
Br 16.027 12.824 11.583
H 14.561 10.445 10.564
H 16.183 9.960 11.067
H 15.957 10.964 13.271
H 14.375 11.511 12.962
Br 10.933 10.990 4.654
C 9.769 10.784 3.092
C 10.327 11.551 1.918
Br 9.023 11.524 0.486
H 8.773 11.138 3.362
H 9.615 9.730 2.861
H 11.236 11.055 1.579
H 10.573 12.587 2.112
Br 9.532 11.540 10.653
C 8.699 12.036 8.989
C 9.470 13.121 8.256
Br 9.549 14.761 9.300
H 7.680 12.390 9.132
H 8.683 11.144 8.365
H 9.020 13.348 7.296
H 10.485 12.773 8.068
*
```

HOMO-LUMO gap: 9.8 eV
Molar mass: 1878.6 g/mol
Lowest unoccupied orbital energy: 0.1 eV
SMILES: BrCCBr.BrCCBr.BrCCBr.BrCCBr.BrCCBr.BrCCBr.BrCCBr.BrCCBr.BrCCBr.BrCCBr

---

x.
ORCA calculation (ωB97M-V with the def2-TZVPD basis set) on a cluster of 10 separate species, C20H40Br20 in total.

```
! RIJCOSX wB97M-V def2-TZVPD def2/J DEFGRID3
* xyz 0 1
Br -6.477 3.759 5.416
C -4.537 3.391 5.015
C -3.538 4.516 5.068
Br -3.251 5.116 6.934
H -4.438 3.062 3.981
H -4.122 2.525 5.531
H -3.788 5.312 4.367
H -2.635 4.036 4.689
Br -12.798 20.295 7.390
C -10.928 20.906 7.667
C -10.554 21.668 6.356
Br -8.509 21.704 5.963
H -10.268 20.082 7.937
H -10.897 21.593 8.512
H -11.014 22.654 6.292
H -11.076 21.184 5.531
Br -7.287 9.332 -0.230
C -5.590 8.378 -0.813
C -4.522 9.450 -1.170
Br -2.824 8.549 -1.819
H -5.789 7.855 -1.749
H -5.347 7.772 0.059
H -4.266 10.063 -0.306
H -4.785 10.095 -2.008
Br -8.439 13.871 7.642
C -7.599 13.191 5.978
C -7.246 11.772 6.307
Br -5.546 11.429 5.306
H -6.706 13.763 5.728
H -8.241 13.432 5.130
H -7.950 11.000 5.995
H -6.859 11.529 7.297
Br -10.481 14.287 15.711
C -9.156 15.755 15.030
C -8.010 16.037 15.961
Br -8.590 17.116 17.461
H -9.795 16.581 14.717
H -8.710 15.394 14.103
H -7.155 16.529 15.497
H -7.612 15.124 16.405
Br -2.755 13.723 11.442
C -2.389 15.661 11.273
C -3.452 16.211 10.292
Br -3.197 18.187 10.329
H -1.325 15.876 11.175
H -2.592 16.056 12.268
H -4.479 15.975 10.570
H -3.264 15.920 9.259
Br 1.143 15.702 3.964
C 2.284 14.148 4.413
C 1.551 12.849 4.078
Br 1.352 12.495 2.119
H 2.529 14.147 5.476
H 3.173 14.195 3.785
H 0.523 12.753 4.429
H 2.101 12.033 4.547
Br -15.446 12.465 3.370
C -14.326 12.573 1.724
C -14.885 11.621 0.666
Br -13.951 11.790 -1.060
H -13.331 12.253 2.031
H -14.433 13.630 1.479
H -15.963 11.668 0.513
H -14.791 10.587 0.998
Br -5.925 4.400 12.822
C -7.127 5.646 11.903
C -6.786 7.047 12.250
Br -8.259 8.347 11.778
H -8.134 5.448 12.269
H -7.067 5.352 10.855
H -5.852 7.220 11.715
H -6.716 7.203 13.326
Br -12.954 7.236 5.278
C -13.001 7.670 7.144
C -13.665 6.689 8.129
Br -15.651 6.714 7.702
H -13.554 8.587 7.350
H -12.002 7.769 7.567
H -13.583 6.938 9.187
H -13.260 5.684 8.014
*
```

HOMO-LUMO gap: 10.1 eV
Molar mass: 1878.6 g/mol
Lowest unoccupied orbital energy: -0.1 eV
SMILES: BrCCBr.BrCCBr.BrCCBr.BrCCBr.BrCCBr.BrCCBr.BrCCBr.BrCCBr.BrCCBr.BrCCBr

---

w is the most stable structure; the next one sits 3.690 eV above it.